Entry 1:
{
  "formula": "C20H68N16O20",
  "method": "ωB97M-V/def2-TZVPD",
  "total_energy_ha": -3183.9024,
  "e_above_lowest_kj_mol": 328.8,
  "charge": 0,
  "max_force_ha_per_bohr": 0.057,
  "homo_lumo_gap_ev": 8.65,
  "symbols": ["C", "O", "N", "N", "H", "H", "H", "H", "C", "O", "N", "N", "H", "H", "H", "H", "C", "O", "N", "N", "H", "H", "H", "H", "C", "O", "N", "N", "H", "H", "H", "H", "C", "O", "N", "N", "H", "H", "H", "H", "C", "O", "N", "N", "H", "H", "H", "H", "C", "O", "N", "N", "H", "H", "H", "H", "C", "O", "N", "N", "H", "H", "H", "H", "C", "C", "O", "O", "H", "H", "H", "H", "H", "H", "C", "C", "O", "O", "H", "H", "H", "H", "H", "H", "C", "C", "O", "O", "H", "H", "H", "H", "H", "H", "C", "C", "O", "O", "H", "H", "H", "H", "H", "H", "C", "C", "O", "O", "H", "H", "H", "H", "H", "H", "C", "C", "O", "O", "H", "H", "H", "H", "H", "H"],
  "xyz": [[-1.86660, -4.27793, 2.55918], [-1.63151, -5.47956, 2.60507], [-1.31726, -3.37722, 3.47214], [-2.65469, -3.67307, 1.59684], [-0.70806, -3.71069, 4.19363], [-1.74677, -2.47185, 3.55037], [-2.56667, -2.69559, 1.39365], [-3.09460, -4.33025, 0.97753], [-1.42591, 4.51873, -1.31575], [-2.05399, 3.90522, -2.14442], [-0.59022, 3.95800, -0.35965], [-1.34077, 5.91418, -1.22543], [-0.22360, 4.52161, 0.37377], [-0.64425, 2.93229, -0.34984], [-1.05380, 6.33565, -0.36620], [-1.83548, 6.55572, -1.82063], [-3.72760, 0.21037, -2.67735], [-3.99924, -0.85564, -2.16267], [-4.53860, 0.89553, -3.52958], [-2.61875, 0.92700, -2.28080], [-4.30034, 1.74014, -4.01471], [-5.49194, 0.61405, -3.66616], [-2.67744, 1.90722, -2.50977], [-2.07875, 0.53834, -1.53298], [-5.31013, 2.34425, 1.90075], [-6.48577, 2.57054, 1.61752], [-4.41145, 1.92823, 0.96427], [-4.77606, 2.60795, 3.15793], [-4.67533, 1.99016, -0.00106], [-3.45204, 1.75706, 1.20578], [-5.22439, 2.94048, 3.98418], [-4.01782, 1.92958, 3.25561], [2.42743, 2.02764, 3.35266], [1.45709, 1.48292, 3.90821], [3.67849, 2.10084, 3.98075], [2.49621, 2.44133, 2.03549], [4.39525, 2.59690, 3.49083], [3.66984, 2.16833, 4.98534], [1.63299, 2.55808, 1.53165], [3.35417, 2.84749, 1.73456], [5.87402, 0.52750, -4.18103], [6.37935, -0.33154, -4.92051], [6.26022, 1.85814, -4.16988], [4.88367, 0.22667, -3.25072], [7.13819, 2.08905, -4.59248], [5.74813, 2.53767, -3.62235], [4.50317, -0.70048, -3.21603], [4.30270, 1.00426, -2.98472], [-2.03712, 0.08906, 4.05042], [-2.41781, 0.78388, 3.11837], [-0.76102, -0.14383, 4.48847], [-2.87168, -0.56013, 4.95691], [-0.00902, 0.17938, 3.87180], [-0.60154, -0.70739, 5.29355], [-3.84901, -0.60815, 4.71796], [-2.56422, -1.08688, 5.74679], [1.28596, -5.64603, -1.58623], [2.29631, -6.26131, -1.89020], [0.66566, -4.79398, -2.50180], [0.78388, -5.48745, -0.30015], [1.07791, -4.67437, -3.40753], [-0.28559, -4.56069, -2.28584], [1.39540, -5.84394, 0.41363], [-0.10686, -5.08819, -0.08571], [-3.35595, -4.41794, -2.72993], [-2.82672, -5.15759, -1.54016], [-1.95823, -6.21883, -1.92181], [-4.40282, -5.17887, -3.37147], [-2.59909, -4.17488, -3.48021], [-3.89022, -3.52725, -2.41605], [-3.63309, -5.60057, -0.94381], [-2.30264, -4.46780, -0.86453], [-1.31127, -6.40463, -1.23398], [-4.27312, -6.10262, -3.13051], [-0.44624, -2.94227, -5.33697], [-1.53397, -2.82920, -6.37707], [-2.83210, -3.28931, -6.05495], [-0.62241, -1.96910, -4.31732], [0.53080, -2.78235, -5.79715], [-0.38763, -3.98765, -5.00071], [-1.11922, -3.20980, -7.32264], [-1.74286, -1.79820, -6.67738], [-2.83095, -4.23748, -5.87181], [-1.55070, -1.98373, -4.04816], [4.21281, -2.18137, 4.61504], [3.72406, -1.42684, 3.39155], [3.62539, -2.25137, 2.21521], [3.38036, -3.29712, 4.88070], [4.27690, -1.57156, 5.52150], [5.24226, -2.46206, 4.38270], [4.39442, -0.59891, 3.13079], [2.77568, -0.88474, 3.49408], [3.92795, -3.12444, 2.49481], [2.48828, -2.96013, 5.00717], [-1.11489, 4.32750, 3.51252], [-0.69996, 4.25167, 4.99381], [-0.46067, 2.95879, 5.53464], [-0.19628, 3.66556, 2.65290], [-1.22135, 5.37162, 3.21836], [-2.10192, 3.85742, 3.43302], [-1.41865, 4.78382, 5.61130], [0.25215, 4.80441, 4.95682], [0.26704, 2.48380, 5.10364], [-0.06083, 2.81605, 3.09628], [2.43948, 4.82076, -2.41889], [3.16471, 3.86253, -3.35424], [4.26443, 3.24686, -2.63240], [3.03875, 6.11819, -2.44118], [2.16485, 4.41326, -1.43920], [1.42442, 4.98863, -2.79865], [3.57911, 4.35570, -4.23101], [2.44236, 3.05272, -3.43816], [4.80994, 3.92400, -2.21693], [3.99387, 6.03186, -2.36383], [1.00112, 0.97631, -0.63805], [1.63026, -0.33793, -0.21870], [2.21235, -0.07857, 1.05192], [-0.28565, 1.22235, -0.06058], [0.89781, 0.93979, -1.72840], [1.59152, 1.88034, -0.44978], [2.41598, -0.42436, -0.97985], [0.92802, -1.17025, -0.26296], [2.66458, -0.87010, 1.38294], [-0.24461, 1.07057, 0.89430]],
  "lowdin_charge": [-0.647, 0.019, 0.147, 0.158, 0.091, 0.047, 0.100, 0.073, -0.634, 0.036, 0.160, 0.138, 0.068, 0.058, 0.078, 0.096, -0.685, 0.013, 0.156, 0.162, 0.096, 0.103, 0.051, 0.073, -0.662, 0.002, 0.166, 0.141, 0.099, 0.067, 0.091, 0.037, -0.565, -0.039, 0.161, 0.188, 0.090, 0.109, 0.074, 0.103, -0.632, 0.001, 0.140, 0.142, 0.096, 0.047, 0.094, 0.054, -0.633, 0.023, 0.161, 0.146, 0.078, 0.097, 0.108, 0.091, -0.640, 0.033, 0.153, 0.153, 0.090, 0.059, 0.105, 0.065, -0.207, -0.257, -0.067, -0.065, 0.097, 0.112, 0.129, 0.091, 0.062, 0.077, -0.260, -0.267, -0.052, -0.069, 0.122, 0.102, 0.117, 0.126, 0.087, 0.073, -0.233, -0.241, -0.074, -0.052, 0.122, 0.127, 0.115, 0.098, 0.096, 0.086, -0.226, -0.229, -0.070, -0.094, 0.120, 0.104, 0.121, 0.115, 0.033, 0.039, -0.247, -0.171, -0.126, -0.058, 0.104, 0.118, 0.133, 0.123, 0.087, 0.073, -0.223, -0.196, -0.082, -0.105, 0.128, 0.099, 0.117, 0.133, 0.042, 0.090]
}

***

Entry 2:
{
  "formula": "C20H72O26",
  "method": "ωB97M-V/def2-TZVPD",
  "total_energy_ha": -2761.3210,
  "e_above_lowest_kj_mol": 63.2,
  "charge": 0,
  "max_force_ha_per_bohr": 0.080,
  "homo_lumo_gap_ev": 10.13,
  "symbols": ["O", "H", "H", "O", "H", "H", "O", "H", "H", "O", "H", "H", "O", "H", "H", "O", "H", "H", "C", "C", "O", "O", "H", "H", "H", "H", "H", "H", "C", "C", "O", "O", "H", "H", "H", "H", "H", "H", "C", "C", "O", "O", "H", "H", "H", "H", "H", "H", "C", "C", "O", "O", "H", "H", "H", "H", "H", "H", "C", "C", "O", "O", "H", "H", "H", "H", "H", "H", "C", "C", "O", "O", "H", "H", "H", "H", "H", "H", "C", "C", "O", "O", "H", "H", "H", "H", "H", "H", "C", "C", "O", "O", "H", "H", "H", "H", "H", "H", "C", "C", "O", "O", "H", "H", "H", "H", "H", "H", "C", "C", "O", "O", "H", "H", "H", "H", "H", "H"],
  "xyz": [[0.44437, 1.56847, 2.54645], [0.13975, 1.80305, 3.45079], [0.48388, 2.43232, 2.12539], [0.33128, 3.54145, 0.59549], [-0.10768, 3.34811, -0.30445], [0.91459, 4.29572, 0.33187], [3.31693, 1.18717, 1.97991], [3.38821, 1.81512, 1.26750], [2.41520, 1.30788, 2.22694], [-1.79482, 0.13697, 1.87370], [-1.00570, 0.62613, 2.19552], [-1.90816, -0.66572, 2.38996], [-0.85991, 1.19459, -4.20928], [-1.31886, 1.88985, -4.65026], [-1.55237, 0.61349, -3.78615], [1.61801, -1.23026, -5.10483], [1.64067, -0.30010, -4.74750], [0.81413, -1.25459, -5.64049], [4.64369, 4.78909, -1.52007], [4.73205, 3.21667, -2.02314], [4.30911, 2.32358, -1.08648], [3.37671, 5.21550, -1.08268], [5.05020, 5.41035, -2.34155], [5.30132, 4.85327, -0.69585], [5.78680, 3.07261, -2.19165], [4.08655, 3.16717, -2.91471], [3.93337, 1.58779, -1.58707], [3.00680, 4.36743, -0.76781], [-1.63111, -3.61201, 3.27989], [-0.80386, -3.65383, 1.96979], [0.48404, -3.10612, 2.18504], [-2.05500, -2.29774, 3.65608], [-1.02205, -4.03531, 4.12261], [-2.52760, -4.16079, 3.12095], [-1.40735, -3.01304, 1.33792], [-0.88408, -4.70108, 1.52178], [0.94021, -2.84486, 1.36706], [-1.34519, -1.89299, 4.25836], [-3.45246, 2.89092, 1.39090], [-3.50382, 3.24615, -0.03210], [-3.52652, 4.67588, -0.22206], [-2.29781, 3.46680, 2.02164], [-3.32118, 1.80143, 1.50227], [-4.37340, 3.19029, 1.88153], [-4.32007, 2.85635, -0.62686], [-2.60619, 2.75546, -0.46175], [-2.79975, 4.93276, 0.36774], [-1.45652, 3.28352, 1.53004], [-1.70169, 5.25942, -2.71992], [-0.35360, 4.43427, -2.75812], [-0.39506, 3.27903, -1.99975], [-2.75981, 4.42036, -2.86331], [-1.58273, 6.08314, -3.44095], [-1.73776, 5.79009, -1.74179], [0.47151, 5.05820, -2.44164], [-0.17324, 4.10230, -3.77068], [-1.11394, 2.70942, -2.24712], [-3.21061, 4.31223, -2.00143], [4.53611, -2.71770, 2.75399], [4.04348, -2.18561, 1.41100], [2.71913, -1.68039, 1.47229], [4.95073, -1.69416, 3.65371], [5.41241, -3.43889, 2.54334], [3.72921, -3.29444, 3.26004], [3.95660, -3.07393, 0.75293], [4.70303, -1.51213, 0.87582], [2.84747, -0.72009, 1.58619], [4.96883, -0.80104, 3.27079], [1.58694, -3.54387, -2.01956], [2.74029, -3.64817, -2.94846], [2.26668, -3.88178, -4.26837], [0.67480, -4.68615, -2.04612], [1.06421, -2.63346, -2.24962], [1.96997, -3.44072, -0.96642], [3.48753, -4.39304, -2.66568], [3.19514, -2.65171, -2.92312], [2.20589, -3.03120, -4.71043], [0.57656, -4.89792, -3.01466], [-1.85568, -3.05038, -3.28955], [-2.78683, -1.92280, -3.48230], [-2.33196, -0.67889, -2.90463], [-1.66843, -3.19634, -1.91667], [-0.95099, -2.76073, -3.82683], [-2.25230, -3.96530, -3.77442], [-3.82086, -2.18502, -3.09702], [-2.84133, -1.72089, -4.55062], [-2.18370, -0.79085, -1.93575], [-0.89249, -3.80655, -1.78098], [-4.34298, -2.20254, 1.08782], [-5.75274, -2.15784, 1.65890], [-6.29565, -3.44627, 1.54475], [-4.55767, -2.67926, -0.30771], [-3.86297, -3.02206, 1.65968], [-3.80159, -1.24101, 1.18611], [-6.31647, -1.41760, 1.12450], [-5.72295, -1.83660, 2.72501], [-6.44582, -3.69137, 0.58769], [-3.70757, -2.79627, -0.65041], [1.36236, -0.79320, 5.03995], [0.55505, 0.03300, 6.06140], [-0.40615, 0.72424, 5.25029], [0.56438, -1.86460, 4.60168], [2.36375, -1.13023, 5.37518], [1.53633, -0.12590, 4.18309], [1.28754, 0.66211, 6.54078], [0.10442, -0.61195, 6.88817], [-1.19740, 0.81586, 5.74041], [0.85430, -2.10795, 3.67540], [0.40742, 0.01888, -0.77481], [1.58710, 0.77063, -1.39149], [1.35319, 0.93458, -2.73893], [-0.77168, 0.89661, -0.62333], [0.63083, -0.49305, 0.15047], [0.13943, -0.73132, -1.48498], [2.39003, 0.04172, -1.30929], [1.82171, 1.67026, -0.82605], [0.66900, 1.59235, -2.89385], [-1.21523, 0.64952, 0.19506]],
  "lowdin_charge": [-0.056, 0.073, 0.019, -0.092, 0.046, 0.075, -0.016, 0.026, -0.015, -0.067, 0.014, 0.015, -0.050, 0.032, 0.038, -0.062, 0.059, 0.052, -0.211, -0.235, -0.066, -0.074, 0.122, 0.088, 0.107, 0.127, 0.074, 0.066, -0.225, -0.215, -0.088, -0.117, 0.136, 0.096, 0.094, 0.145, 0.069, 0.093, -0.233, -0.237, -0.066, -0.075, 0.103, 0.129, 0.136, 0.108, 0.092, 0.054, -0.258, -0.201, -0.113, -0.046, 0.121, 0.119, 0.117, 0.112, 0.066, 0.055, -0.230, -0.242, -0.100, -0.083, 0.136, 0.126, 0.114, 0.123, 0.048, 0.082, -0.216, -0.243, -0.065, -0.089, 0.090, 0.129, 0.126, 0.123, 0.036, 0.114, -0.281, -0.216, -0.094, -0.075, 0.115, 0.139, 0.139, 0.125, 0.096, 0.068, -0.174, -0.271, -0.078, -0.068, 0.104, 0.111, 0.106, 0.134, 0.116, 0.003, -0.234, -0.197, -0.058, -0.100, 0.127, 0.103, 0.103, 0.146, 0.074, 0.081, -0.149, -0.264, -0.063, -0.084, 0.107, 0.086, 0.118, 0.101, 0.043, 0.024]
}